Molecular formula: C2H3F2OP
Method: DFT, ωB97M-V/def2-TZVPD

## Properties
SMILES = O=C(F)CPF
Relative energy (zero: lowest compared OMol25 entry of this formula, charge and spin) = 1.473 eV
Total charge = 0
Spin multiplicity = 1
Energy = -694.35776 hartree
E_HOMO = -10.35 eV
Orbital gap = 10.987 eV

Structure (XYZ):
```
9
Properties=species:S:1:pos:R:3:mulliken_charge:R:1
O 1.722 -1.027 0.833 -0.444
C 1.362 -0.259 0.019 0.492
F 2.195 0.126 -0.974 -0.232
C 0.065 0.489 -0.001 -0.419
P -1.276 -0.742 -0.435 0.227
F -2.496 0.317 -0.569 -0.276
H 0.058 1.264 -0.769 0.310
H -0.094 0.928 0.985 0.295
H -1.536 -1.096 0.911 0.047
```



Molecular formula: C28H45BrN5O2PSTe4W
Method: DFT, ωB97M-V/def2-TZVPD

## Properties
Relative energy (zero: lowest compared OMol25 entry of this formula, charge and spin) = 2.647 eV
Total charge = +1
Spin multiplicity = 2
Energy = -5970.72516 hartree
E_HOMO (spin up / spin down) = -8.83 / -9.01 eV
Orbital gap (spin up / spin down) = 5.049 / 5.019 eV

Structure (XYZ):
```
88
Properties=species:S:1:pos:R:3:mulliken_charge:R:1
W 0.559 -0.067 -1.482 -0.766
O 1.366 1.017 -2.526 -0.256
N -0.932 0.500 -3.297 -0.001
C -0.864 0.699 -4.614 -0.251
C -1.717 1.561 -5.270 -0.947
C -2.663 2.258 -4.524 -0.257
C -2.702 2.099 -3.152 -0.852
C -1.801 1.214 -2.571 0.618
S -1.623 0.932 -0.863 -0.406
H -0.106 0.134 -5.143 0.343
H -1.634 1.690 -6.339 0.444
H -3.352 2.935 -5.012 0.432
H -3.386 2.658 -2.529 0.513
O -1.519 -4.461 4.540 -0.521
C -1.577 -3.536 3.567 0.723
C -2.648 -2.656 3.403 -0.739
C -2.591 -1.744 2.368 -0.951
N -1.563 -1.653 1.516 0.131
C -0.583 -2.502 1.702 0.534
Br 0.943 -2.305 0.546 -0.041
C -0.507 -3.471 2.683 -0.677
H -2.298 -4.412 5.107 0.312
H -3.497 -2.675 4.074 0.399
H -3.400 -1.041 2.212 0.518
H 0.329 -4.149 2.773 0.558
Te 1.512 -1.966 -3.347 -0.092
Te 2.409 -4.295 -4.178 -0.238
Te 5.389 -2.592 -1.680 -0.050
Te 3.343 -1.031 -1.445 0.524
C 4.317 3.076 1.911 -1.953
C 3.727 1.911 1.099 2.242
C 4.524 1.855 -0.231 -1.933
C 3.997 0.620 1.896 -1.847
P 1.875 2.038 0.839 -0.237
N 1.271 0.745 0.065 1.839
C 1.545 3.707 -0.002 2.518
C 2.589 3.983 -1.096 -1.913
C 0.195 3.706 -0.732 -2.000
C 1.554 4.886 0.982 -1.920
C 0.962 2.025 2.496 2.446
C 1.534 2.877 3.635 -2.162
C 0.880 0.567 2.989 -1.978
C -0.498 2.439 2.250 -1.895
H 5.376 2.850 2.061 0.523
H 3.870 3.205 2.891 0.290
H 4.265 4.021 1.374 0.371
H 5.249 1.042 -0.186 0.363
H 5.081 2.778 -0.382 0.479
H 3.921 1.701 -1.119 0.245
H 5.071 0.424 1.882 0.578
H 3.498 -0.253 1.469 0.330
H 3.697 0.719 2.937 0.351
H 2.630 3.180 -1.830 0.145
H 3.585 4.161 -0.702 0.294
H 2.278 4.889 -1.622 0.649
H 0.183 2.974 -1.534 0.354
H 0.079 4.691 -1.193 0.649
H -0.657 3.534 -0.084 0.366
H 2.453 4.938 1.593 0.305
H 0.694 4.888 1.646 0.277
H 1.511 5.802 0.390 0.537
H 2.424 2.423 4.071 0.391
H 0.780 2.918 4.424 0.552
H 1.764 3.901 3.354 0.297
H 1.844 0.093 3.144 0.272
H 0.311 -0.036 2.287 0.091
H 0.348 0.569 3.943 0.649
H -0.622 3.500 2.057 0.278
H -1.064 2.201 3.154 0.620
H -0.940 1.879 1.429 0.113
N -1.048 -1.735 -1.685 0.215
C -1.881 -2.527 -1.805 -0.037
N -2.808 -3.421 -1.949 0.065
C -2.581 -4.653 -2.725 -0.709
C -2.832 -5.859 -1.832 -0.524
C -4.226 -5.784 -1.208 -0.760
C -4.387 -4.484 -0.419 -0.326
C -4.122 -3.277 -1.307 -0.775
H -1.568 -4.638 -3.124 0.384
H -3.283 -4.645 -3.564 0.333
H -2.075 -5.883 -1.043 0.251
H -2.716 -6.766 -2.427 0.359
H -4.389 -6.640 -0.553 0.347
H -4.984 -5.828 -1.997 0.336
H -3.683 -4.473 0.419 0.143
H -5.395 -4.401 -0.007 0.356
H -4.134 -2.343 -0.747 0.430
H -4.875 -3.214 -2.099 0.331
```



Molecular formula: C59H44BiN8O3S2Si
Method: DFT, ωB97M-V/def2-TZVPD

## Properties
Relative energy (zero: lowest compared OMol25 entry of this formula, charge and spin) = 0.441 eV
Total charge = +1
Spin multiplicity = 1
Energy = -4238.87157 hartree
E_HOMO = -8.08 eV
Orbital gap = 5.055 eV

Structure (XYZ):
```
118
Properties=species:S:1:pos:R:3:mulliken_charge:R:1
Bi -0.254 -0.219 0.384 1.938
C 0.849 4.110 1.539 -0.862
C 0.761 2.937 0.865 -0.577
N 0.135 1.851 1.399 0.652
C -0.481 2.018 2.593 0.286
C -0.316 3.254 3.283 -0.454
N 0.325 4.268 2.790 -0.579
C -1.320 0.963 3.022 0.130
C -1.977 0.918 4.249 -0.772
C -2.906 -0.059 4.537 0.098
C -3.243 -0.942 3.494 -0.993
C -2.588 -0.913 2.293 0.031
N -1.512 -0.051 2.085 0.375
C -2.967 -1.712 1.155 0.471
C -4.098 -2.560 1.089 -0.348
N -4.388 -3.265 0.029 -0.572
C -3.561 -3.160 -1.034 -1.203
C -2.470 -2.339 -1.011 -0.468
N -2.171 -1.615 0.085 0.761
C -3.582 -0.146 5.846 0.209
C -3.941 -1.378 6.384 -0.478
C -4.580 -1.421 7.612 -0.412
N -4.880 -0.342 8.328 -0.616
C -4.532 0.834 7.813 -0.396
C -3.892 0.985 6.594 -0.570
H 1.354 4.962 1.108 0.422
H 1.204 2.805 -0.110 0.209
H -0.757 3.382 4.264 0.439
H -1.744 1.666 4.993 0.643
H -4.065 -1.629 3.630 0.688
H -4.768 -2.647 1.934 0.560
H -3.800 -3.750 -1.908 0.508
H -1.805 -2.246 -1.861 0.510
H -3.703 -2.301 5.870 0.482
H -4.861 -2.374 8.045 0.369
H -4.786 1.706 8.403 0.378
H -3.669 1.979 6.228 0.449
S -2.087 -6.315 0.149 0.005
C -2.344 -8.002 0.113 -0.396
C -1.245 -8.689 0.528 -0.647
C -0.166 -7.831 0.859 -0.563
C -0.463 -6.508 0.689 0.493
C 0.406 -5.351 0.932 0.184
C -0.128 -4.048 0.989 0.065
N 0.573 -2.964 1.228 0.265
C 1.900 -3.092 1.449 -0.359
C 2.545 -4.336 1.380 0.811
C 3.966 -4.423 1.582 -1.116
C 4.691 -3.322 1.854 -1.185
C 4.059 -2.035 1.964 0.889
C 4.791 -0.883 2.287 -0.936
C 4.151 0.329 2.410 0.365
C 2.759 0.331 2.207 0.359
N 2.046 -0.726 1.904 -0.059
C 2.675 -1.912 1.772 -0.572
C 4.853 1.581 2.707 0.414
C 6.181 1.860 2.553 -0.637
C 6.510 3.196 2.902 -0.627
C 5.423 3.905 3.313 -0.452
S 4.006 2.954 3.310 0.027
C 1.765 -5.470 1.112 -0.744
H -3.296 -8.394 -0.199 0.437
H -1.204 -9.765 0.593 0.411
H 0.787 -8.189 1.219 0.358
H -1.191 -3.904 0.834 -0.049
H 4.437 -5.395 1.511 0.447
H 5.760 -3.385 2.007 0.446
H 5.858 -0.967 2.449 0.481
H 2.211 1.264 2.274 -0.285
H 6.902 1.149 2.178 0.409
H 7.504 3.609 2.841 0.436
H 5.382 4.930 3.637 0.474
H 2.251 -6.435 1.046 0.409
C 1.584 1.541 -7.992 -0.706
O 2.761 1.771 -7.230 -0.471
C 2.683 1.672 -5.890 0.722
C 3.864 1.915 -5.184 -1.124
C 3.838 1.857 -3.814 -0.669
C 2.678 1.544 -3.090 0.452
C 2.774 1.387 -1.626 0.519
C 3.831 2.173 -0.884 -1.108
O 2.054 0.612 -1.016 -0.479
C 1.497 1.331 -3.814 0.062
O 0.322 1.133 -3.154 0.153
C 1.510 1.374 -5.205 -0.445
H 1.884 1.625 -9.033 0.271
H 0.823 2.292 -7.767 0.283
H 1.186 0.541 -7.807 0.321
H 4.767 2.148 -5.728 0.486
H 4.757 2.041 -3.274 0.408
H 3.903 3.197 -1.249 0.416
H 4.807 1.705 -1.024 0.590
H 3.610 2.164 0.182 -0.052
H 0.594 1.212 -5.749 0.420
C -4.358 1.217 -0.392 -0.702
C -3.188 1.948 -0.246 -0.217
C -2.225 1.920 -1.245 -0.578
C -2.413 1.171 -2.408 0.651
C -3.601 0.449 -2.540 -0.862
C -4.566 0.466 -1.541 -0.437
Si -1.218 1.188 -3.827 -0.153
C -1.411 2.688 -4.897 0.576
C -0.950 3.935 -4.467 -0.211
C -1.085 5.057 -5.268 -0.684
C -1.690 4.948 -6.513 -0.491
C -2.157 3.720 -6.954 -0.606
C -2.014 2.596 -6.151 -0.299
H -5.109 1.236 0.386 0.471
H -3.015 2.526 0.654 0.398
H -1.317 2.499 -1.113 0.600
H -3.777 -0.145 -3.429 0.417
H -5.476 -0.106 -1.659 0.459
H -1.445 -0.027 -4.648 -0.175
H -0.470 4.033 -3.499 0.303
H -0.719 6.015 -4.926 0.424
H -1.797 5.823 -7.139 0.403
H -2.631 3.636 -7.923 0.427
H -2.374 1.640 -6.511 0.372
```



Molecular formula: C5H64O30
Method: DFT, ωB97M-V/def2-TZVPD

## Properties
Total charge = 0
Spin multiplicity = 1
Energy = -2486.04351 hartree
E_HOMO = -10.14 eV
Orbital gap = 9.806 eV

Structure (XYZ):
```
99
Properties=species:S:1:pos:R:3:mulliken_charge:R:1
C -0.355 0.124 -3.112 0.227
C -0.191 1.564 -2.629 -0.558
O -0.940 2.541 -3.346 -0.405
C -2.301 2.472 -3.050 -0.594
C -3.046 1.831 -4.220 -0.378
O -4.310 1.225 -3.832 -0.306
C -4.082 0.063 -3.198 0.026
O -4.666 -0.975 -3.475 -0.636
H -1.365 -0.134 -3.377 -0.354
H -0.019 -0.515 -2.303 0.033
H 0.338 -0.043 -3.918 0.126
H 0.851 1.832 -2.750 0.381
H -0.381 1.596 -1.558 0.362
H -2.487 1.962 -2.108 0.387
H -2.700 3.476 -2.928 0.389
H -3.273 2.607 -4.937 0.319
H -2.448 1.081 -4.726 0.380
H -3.342 0.080 -2.392 0.508
O 1.211 3.065 -0.272 -0.572
H 1.659 3.127 0.578 0.278
H 0.663 3.857 -0.320 0.245
O -1.636 -2.228 -4.349 -0.502
H -2.563 -1.990 -4.469 0.171
H -1.672 -3.143 -4.049 0.310
O 0.479 4.968 -2.501 -0.631
H 0.209 4.396 -3.233 0.349
H 1.016 5.660 -2.899 0.279
O -0.653 -2.917 -1.369 -0.344
H -1.576 -2.669 -1.472 0.201
H -0.684 -3.830 -1.058 0.181
O -2.084 -5.307 -0.527 -0.692
H -3.030 -5.130 -0.625 0.320
H -2.049 -6.211 -0.191 0.292
O 2.222 2.286 2.721 -0.608
H 3.084 2.358 3.155 0.329
H 1.789 1.559 3.187 0.288
O 2.936 -0.216 1.374 -0.319
H 2.300 -0.534 0.724 0.169
H 2.889 0.748 1.319 0.231
O 4.919 1.277 3.307 -0.572
H 5.406 0.562 3.729 0.253
H 4.860 1.011 2.382 0.217
O -6.586 -2.159 -0.819 -0.634
H -6.255 -1.976 -1.704 0.325
H -5.869 -1.897 -0.234 0.310
O 4.203 3.699 4.757 -0.594
H 4.673 2.993 4.288 0.273
H 4.877 4.165 5.263 0.343
O 3.829 -2.599 3.232 -0.663
H 4.640 -2.540 2.714 0.296
H 3.274 -1.904 2.852 0.223
O -2.703 -3.234 1.510 -0.672
H -2.265 -3.804 0.867 0.343
H -2.238 -3.406 2.336 0.305
O 1.173 4.491 4.388 -0.693
H 1.627 3.785 3.905 0.496
H 1.890 4.902 4.880 0.228
O 3.257 -0.516 5.392 -0.567
H 3.676 -1.078 4.725 0.373
H 3.635 -0.794 6.230 0.274
O 2.369 -2.884 -0.808 -0.565
H 1.437 -2.650 -0.915 0.256
H 2.354 -3.799 -0.498 0.343
O -4.396 -5.186 3.081 -0.631
H -5.234 -5.169 3.549 0.314
H -4.235 -4.261 2.872 0.347
O 4.411 5.521 7.058 -0.652
H 3.497 5.807 6.962 0.311
H 4.338 4.614 7.374 0.333
O 0.354 -1.583 3.524 -0.620
H 0.727 -1.462 2.646 0.305
H 1.024 -1.238 4.126 0.305
O -4.591 -3.298 -5.223 -0.643
H -4.695 -2.406 -4.865 0.366
H -3.887 -3.237 -5.874 0.309
O -1.088 7.427 -3.450 -0.628
H -0.582 6.693 -3.074 0.377
H -0.487 8.177 -3.449 0.308
O -5.812 -3.287 4.627 -0.602
H -5.367 -3.165 5.471 0.304
H -6.464 -2.581 4.590 0.307
O 5.936 -1.698 0.955 -0.565
H 5.671 -2.197 0.175 0.283
H 6.441 -0.963 0.595 0.287
O 0.232 -6.010 -2.384 -0.625
H -0.589 -5.947 -1.881 0.342
H 0.444 -5.102 -2.625 0.315
O 2.337 -0.879 -3.984 -0.590
H 2.825 -1.609 -3.587 0.282
H 2.261 -1.119 -4.913 0.298
O 3.794 -4.749 0.783 -0.566
H 4.269 -5.507 1.134 0.273
H 4.431 -4.032 0.804 0.266
O -6.521 3.004 -4.494 -0.634
H -6.001 2.273 -4.139 0.394
H -6.592 2.818 -5.434 0.294
O 2.379 6.911 2.846 -0.646
H 3.266 6.942 3.215 0.300
H 1.926 6.219 3.348 0.403
```